Formula: C31H28Cl2GeMnN14O4
Source: the OMol25 dataset
Level of theory: ωB97M-V/def2-TZVPD

Calculated values
Gap between HOMO and LUMO (spin up / spin down), eV: 6.4497 / 6.4370
Electronic energy, eV: -174531.517
Total charge: -2
Spin multiplicity: 2
Molar mass, g/mol: 859.11
<S²>: 0.776
Max |F|, eV Å⁻¹: 1.1

Structure (XYZ):
```
81
Properties=species:S:1:pos:R:3:nbo_charge:R:1
Mn 1.20824 -1.54716 1.35535 0.842
N 0.17913 -4.41912 -0.22450 -0.593
C -0.64515 -3.31569 -0.24651 0.446
N -1.82578 -3.31645 -0.84620 -0.407
N -2.31229 -2.08447 -0.62302 -0.117
N -1.46863 -1.39024 0.06533 -0.140
N -0.38669 -2.14774 0.33441 -0.399
C 1.46991 -4.37061 0.24416 0.453
N 2.32794 -5.37696 0.14941 -0.398
N 3.43791 -4.92963 0.75944 -0.105
N 3.25160 -3.72917 1.19257 -0.180
N 1.99607 -3.33461 0.87728 -0.402
H -0.04414 -5.15765 -0.86395 0.412
N 3.06365 -1.26601 2.37115 -0.620
N 4.05033 -0.74246 1.50909 -0.474
C 3.64800 -0.54482 0.18433 0.579
N 4.61529 -0.02126 -0.62880 -0.854
N 2.43666 -0.80486 -0.17983 -0.406
N 2.17054 -0.39793 -1.55937 0.242
O 0.80890 -0.51195 -1.80566 -0.720
O 2.45200 0.92501 -1.73030 -0.759
H 3.06870 -0.76611 3.24448 0.398
H 3.25875 -2.24629 2.56577 0.418
H 4.90774 -1.27345 1.55680 0.372
H 5.34981 0.45420 -0.13062 0.365
H 4.10908 0.55320 -1.34465 0.451
Cl -0.50891 -2.65653 6.57249 -0.050
C -0.08064 -3.52240 5.07674 -0.278
Cl 0.67905 -5.08630 5.46378 -0.046
C 0.86643 -2.66005 4.18861 0.751
O 1.87270 -2.17097 4.70600 -0.720
O 0.42941 -2.57605 3.00866 -0.713
H -0.99687 -3.72870 4.54465 0.231
C 0.08063 0.11364 2.29944 0.088
C -0.95044 0.08470 3.30557 -0.145
C -2.10969 -0.67512 3.13914 -0.170
C -3.08565 -0.67793 4.12315 -0.210
C -2.92379 0.07249 5.28127 -0.225
C -1.77469 0.83273 5.44882 -0.241
C -0.79390 0.84022 4.46840 -0.122
H -2.22972 -1.24599 2.22813 0.256
H -3.98117 -1.27235 3.98443 0.203
H -3.68932 0.06606 6.04913 0.195
H -1.64149 1.42154 6.34934 0.197
H 0.10249 1.43427 4.59495 0.204
C 0.95227 0.51918 1.53645 -0.258
Ge -0.07172 1.07943 -2.03295 1.804
C -0.92027 2.25343 -0.66722 -0.458
C -0.25215 3.30166 -0.03796 -0.212
C -0.94271 4.23553 0.72776 -0.232
C -2.31882 4.13317 0.87458 -0.223
C -2.99209 3.06869 0.28697 -0.241
C -2.29800 2.13338 -0.47086 -0.125
C 0.78855 2.30781 -3.34230 -0.293
C 1.20328 1.76377 -4.56101 -0.219
C 1.83020 2.54286 -5.52157 -0.214
C 2.05824 3.89545 -5.28673 -0.251
C 1.62955 4.45739 -4.09287 -0.228
C 0.99708 3.66942 -3.13331 -0.258
C -1.53034 0.37420 -3.15998 -0.484
C -1.60883 -0.97443 -3.50487 -0.179
C -2.65698 -1.45279 -4.28190 -0.203
C -3.64546 -0.58659 -4.73087 -0.232
C -3.56760 0.76588 -4.41775 -0.259
C -2.51458 1.23756 -3.64426 -0.150
H 1.44679 1.26372 0.94495 0.247
H 0.82365 3.39684 -0.14332 0.216
H -0.40474 5.05297 1.19595 0.197
H -2.86362 4.87954 1.44208 0.196
H -4.06589 2.97155 0.40705 0.202
H -2.82553 1.29128 -0.90380 0.227
H 1.03690 0.70676 -4.74633 0.215
H 2.13850 2.09723 -6.46223 0.193
H 2.56504 4.50362 -6.02801 0.190
H 1.77773 5.51652 -3.90600 0.191
H 0.65398 4.13512 -2.21852 0.207
H -0.84379 -1.65302 -3.14348 0.242
H -2.70673 -2.50751 -4.52953 0.203
H -4.47453 -0.95837 -5.32302 0.191
H -4.32879 1.45093 -4.77501 0.191
H -2.46059 2.29686 -3.40897 0.196
```



Formula: C3H5N2O
Source: the OMol25 dataset
Level of theory: ωB97M-V/def2-TZVPD

Calculated values
Gap between HOMO and LUMO, eV: 11.5028
Electronic energy, eV: -8210.588
Total charge: +1
Molar mass, g/mol: 85.09
ΔE to the lowest compared entry with this formula, charge and spin, kcal per mole: 60.07
Max |F|, eV Å⁻¹: 4.0

Structure (XYZ):
```
11
Properties=species:S:1:pos:R:3:nbo_charge:R:1
C -0.57867 -0.11755 -0.76987 0.394
C 1.68903 -0.90313 -0.28897 0.578
C -0.41338 0.77008 0.96021 -0.004
N -1.36925 0.59187 -0.09960 -0.498
N 0.45814 -0.11918 0.06654 -0.442
O 1.85030 -1.34601 -1.35952 -0.428
H 2.28511 -1.14454 0.54420 0.168
H -0.88181 -0.58559 -1.66401 0.257
H -0.09557 1.77815 1.23116 0.262
H -0.66271 0.16442 1.82442 0.247
H -2.28118 0.91148 -0.44456 0.466
```



Formula: C17H15NO4S2
Source: the OMol25 dataset
Level of theory: ωB97M-V/def2-TZVPD

Calculated values
Gap between HOMO and LUMO, eV: 8.3260
Electronic energy, eV: -49223.344
Structure (SMILES): COC(=O)c1cc2cc(NS(=O)(=O)c3ccc(C)cc3)ccc2s1
Molar mass, g/mol: 361.44
ΔE to the lowest compared entry with this formula, charge and spin, kcal per mole: 3.24
Max |F|, eV Å⁻¹: 1.1

Structure (XYZ):
```
39
Properties=species:S:1:pos:R:3:nbo_charge:R:1
C -7.03172 -0.76870 -0.15858 -0.259
O -5.68248 -0.40129 -0.39652 -0.503
C -4.93963 -0.15179 0.69187 0.760
O -5.35293 -0.22744 1.82328 -0.582
C -3.57201 0.22186 0.33238 -0.307
C -2.57614 0.56058 1.19857 -0.162
C -1.35956 0.87723 0.54048 -0.078
C -0.13369 1.25394 1.09514 -0.253
C 0.93661 1.52390 0.26199 0.222
N 2.16834 1.90964 0.77954 -0.864
S 3.61078 1.29176 0.15434 2.307
O 4.57869 1.54704 1.17673 -0.932
O 3.82563 1.81874 -1.15682 -0.927
C 3.25152 -0.45464 0.05280 -0.282
C 3.18505 -1.18067 1.22634 -0.193
C 2.83652 -2.51728 1.17492 -0.217
C 2.54807 -3.12938 -0.04282 0.016
C 2.18393 -4.58026 -0.08628 -0.632
C 2.62798 -2.37775 -1.21003 -0.207
C 2.97897 -1.03927 -1.16660 -0.199
C 0.79325 1.42186 -1.13264 -0.268
C -0.40214 1.03918 -1.69475 -0.184
C -1.47853 0.76338 -0.86064 -0.197
S -3.07710 0.27174 -1.33549 0.444
H -7.07625 -1.68791 0.42943 0.195
H -7.54910 0.02243 0.38822 0.196
H -7.48223 -0.91688 -1.13637 0.198
H -2.71777 0.58166 2.26399 0.240
H -0.03428 1.34063 2.16694 0.213
H 2.21052 1.99151 1.78368 0.413
H 3.42326 -0.69443 2.15941 0.231
H 2.78531 -3.09551 2.08562 0.217
H 1.71786 -4.83818 -1.03326 0.219
H 1.50359 -4.83127 0.72439 0.223
H 3.07997 -5.18973 0.03067 0.227
H 2.41346 -2.84333 -2.16040 0.216
H 3.05666 -0.44495 -2.06236 0.241
H 1.64138 1.66828 -1.74916 0.247
H -0.50967 0.96252 -2.76496 0.222
```



Formula: C19H65B4N3O6TiZn
Source: the OMol25 dataset
Level of theory: ωB97M-V/def2-TZVPD

Calculated values
Gap between HOMO and LUMO (spin up / spin down), eV: 4.9226 / 3.0776
Electronic energy, eV: -111732.533
Spin multiplicity: 5
Molar mass, g/mol: 588.25
<S²>: 6.005
Max |F|, eV Å⁻¹: 5.5

Structure (XYZ):
```
99
Properties=species:S:1:pos:R:3:lowdin_spin:R:1
Zn 0.71917 -0.54935 -2.66100 0.004
Ti 2.15996 -1.55314 1.12947 2.523
B 2.03165 0.44618 -3.80744 0.002
H 2.81405 0.87310 -4.41558 0.000
H 1.57522 1.19960 -3.18433 0.000
H 1.28598 0.00798 -4.45258 0.000
H 2.51010 -0.33778 -3.24111 0.001
B 0.77075 -0.46414 -0.62019 0.045
H 0.93129 0.45724 -1.15826 0.004
H 1.57590 -1.13373 -0.88026 0.015
H 0.68229 -0.32387 0.44599 0.012
H -0.10772 -0.97416 -0.98406 0.006
B 0.69998 -2.56000 -3.25614 0.005
H 1.64461 -2.35135 -2.77825 0.003
H 0.48762 -1.79226 -3.98396 0.001
H 0.73592 -3.54626 -3.69231 0.000
H -0.12504 -2.52809 -2.56147 0.000
B 3.30832 -3.83959 0.35186 0.541
H 3.53122 -4.86264 0.09123 0.156
H 4.25029 -3.31963 0.43298 0.199
H 2.67492 -3.38105 -0.39164 0.093
H 2.83203 -3.78020 1.31822 0.102
C -0.38675 -3.42716 1.19027 0.014
O 0.26116 -2.53924 2.03876 0.040
C 0.56491 -3.13490 3.29868 0.009
C 1.26886 -2.00371 4.05174 0.016
N 2.56187 -1.66962 3.42814 0.049
C 3.15905 -0.36606 3.79167 0.019
C 4.22021 0.09838 2.81962 0.018
O 3.58281 0.44982 1.59538 0.041
C 4.52389 0.68749 0.56686 0.024
H 0.20191 -4.28268 0.85911 0.002
H -0.60661 -2.88841 0.26858 0.003
H -1.37273 -3.75945 1.51513 0.002
H 1.22923 -3.99905 3.30397 0.002
H -0.37432 -3.43416 3.76385 0.001
H 1.33917 -2.28004 5.10378 0.001
H 0.65834 -1.10222 3.99992 0.004
H 3.12698 -2.36937 3.88760 0.008
H 3.63870 -0.44439 4.76732 0.002
H 2.38944 0.40405 3.84398 0.004
H 4.98701 -0.64374 2.59744 0.006
H 4.70256 1.00057 3.19577 0.001
H 5.23990 1.45712 0.85512 0.002
H 3.96201 1.13899 -0.25079 0.001
H 5.06462 -0.21452 0.28036 0.009
C -2.91162 4.26027 -3.83973 0.000
O -2.09459 3.27016 -3.30914 0.000
C -2.82110 2.32678 -2.55821 0.000
C -1.88939 1.20590 -2.07618 0.000
N -0.96169 0.62212 -3.05634 0.000
C -1.77174 -0.22952 -3.98850 0.000
C -2.58031 -1.37377 -3.40092 0.000
O -3.89489 -1.00480 -3.17175 0.000
C -4.81872 -1.93338 -2.53053 0.000
H -3.90048 3.93252 -4.16040 0.000
H -2.45494 4.69179 -4.73042 0.000
H -3.10755 5.17120 -3.27411 0.000
H -3.63156 1.81057 -3.07279 0.000
H -3.22362 2.87691 -1.70765 0.000
H -2.60219 0.45818 -1.72841 0.000
H -1.29703 1.48460 -1.20467 0.000
H -0.91477 1.42320 -3.66967 0.000
H -1.00916 -0.63608 -4.65278 0.000
H -2.42613 0.29944 -4.68138 0.000
H -2.13530 -1.67184 -2.45159 0.000
H -2.57034 -2.30369 -3.96947 0.000
H -5.12055 -2.76996 -3.16071 0.000
H -5.62234 -1.23747 -2.28970 0.000
H -4.46001 -2.21071 -1.53931 0.000
C -2.97271 -0.47145 0.85626 0.000
C -3.00126 0.42286 2.17244 0.000
C -1.89783 0.06368 3.22285 0.002
O -2.01475 1.03006 4.31023 0.001
C -0.79895 1.22521 4.99151 0.000
N -2.82977 1.80794 1.74147 0.000
H -3.09991 -1.52103 1.12141 0.000
H -2.08158 -0.36984 0.23686 0.000
H -3.82446 -0.35760 0.18570 0.000
H -3.95779 0.39944 2.69455 0.000
H -0.92810 0.24620 2.75980 0.003
H -1.98292 -0.95835 3.59208 0.000
H -0.91818 1.85296 5.87459 0.000
H -0.07337 1.74178 4.36320 0.000
H -0.37986 0.29427 5.37337 0.000
H -2.58222 2.34073 2.56303 0.000
H -1.98286 1.94221 1.20780 0.000
C 1.92261 3.53307 1.36078 0.000
C 0.59530 3.32383 0.62340 0.000
C 0.74393 3.44281 -0.83166 0.000
O -0.01725 2.13025 0.97283 0.004
H 2.67891 2.76309 1.20832 0.000
H 1.71183 3.72570 2.41272 0.000
H 2.40926 4.42302 0.96172 0.000
H 0.01466 4.18158 0.96287 0.000
H -0.27534 3.53429 -1.20695 0.000
H 1.21347 2.61011 -1.35533 0.000
H 1.23008 4.38589 -1.08140 0.000
H 0.38883 1.42984 0.45696 0.002
```



Which value of molar mass does entry 4 give? 588.25 g/mol



Look up the max |F| of the first one. 1.1 eV Å⁻¹